C2H4N2S | the ωB97M-V functional and the def2-TZVPD basis

The largest force on an atom comes out at 4.93 eV/Å. Its energy is -586.20912 Ha. For the HOMO energy, the calculation gives -8.53 eV. For the molecular weight, the calculation gives 88.13 g/mol. The LUMO energy is 0.19 eV. Its SMILES is C=NNC=S. For the HOMO-LUMO gap, the calculation gives 8.71 eV. Its energy above the lowest of the compared OMol25 structures with the same formula, charge and spin is 223.87 kJ/mol.

Each line ends with the Löwdin charge.
Cartesian coordinates (Å):
C (1.61, 0.40, 1.89)  -0.037
N (0.65, 0.30, 1.05)  -0.101
N (0.40, -0.81, 0.46)  -0.143
C (-0.33, -0.72, -0.77)  -0.724
S (-1.19, 0.50, -1.35)  0.631
H (2.06, -0.52, 2.34)  0.067
H (1.95, 1.34, 2.47)  0.091
H (0.31, -1.68, 0.95)  0.141
H (-0.36, -1.66, -1.46)  0.075